# 1
A 7-piece molecular cluster, C42H83N10O2 overall. Source: OMol25; level of theory: wB97M-V/def2-TZVPD.

```
! wB97M-V def2-TZVPD RIJCOSX def2/J DEFGRID3
* xyz 5 1
C -0.691 -8.928 -12.691
C -1.922 -8.767 -11.787
N -2.213 -9.827 -10.859
C -2.485 -11.148 -11.146
C -2.626 -11.734 -9.923
N -2.389 -10.811 -8.933
C -2.300 -9.612 -9.550
C -2.423 -11.064 -7.507
H 0.185 -9.014 -12.049
H -0.601 -8.096 -13.384
H -0.769 -9.795 -13.350
H -2.788 -8.623 -12.447
H -1.913 -7.766 -11.355
H -2.546 -11.493 -12.163
H -2.819 -12.748 -9.618
H -2.079 -8.655 -9.106
H -1.461 -11.459 -7.170
H -3.226 -11.776 -7.336
H -2.512 -10.135 -6.949
C -1.972 -11.900 -3.757
C -0.501 -11.640 -3.415
N -0.041 -12.562 -2.363
C 0.365 -13.872 -2.497
C 0.507 -14.374 -1.241
N 0.221 -13.359 -0.366
C -0.099 -12.265 -1.053
C 0.179 -13.464 1.111
H -2.043 -12.861 -4.267
H -2.410 -11.081 -4.327
H -2.582 -11.949 -2.854
H -0.356 -10.655 -2.973
H 0.168 -11.717 -4.269
H 0.424 -14.392 -3.446
H 0.726 -15.342 -0.825
H -0.473 -11.336 -0.654
H -0.692 -12.933 1.489
H 1.128 -13.120 1.504
H -0.064 -14.504 1.323
C -6.477 -17.857 -11.427
C -5.703 -18.579 -10.336
N -4.258 -18.675 -10.595
C -3.653 -19.648 -11.376
C -2.324 -19.484 -11.214
N -2.109 -18.370 -10.456
C -3.304 -17.884 -10.084
C -0.797 -17.829 -10.177
H -6.180 -16.810 -11.428
H -7.514 -17.933 -11.093
H -6.403 -18.328 -12.403
H -5.968 -19.631 -10.204
H -5.908 -18.122 -9.368
H -4.191 -20.394 -11.936
H -1.523 -20.012 -11.706
H -3.444 -16.965 -9.544
H -0.769 -16.804 -9.815
H -0.223 -17.874 -11.101
H -0.315 -18.417 -9.393
C -2.378 -20.363 -7.589
C -3.463 -20.243 -6.513
N -3.014 -19.439 -5.386
C -2.461 -19.956 -4.238
C -2.297 -18.891 -3.402
N -2.715 -17.764 -4.027
C -3.167 -18.126 -5.250
C -2.626 -16.408 -3.479
H -2.687 -21.008 -8.409
H -1.448 -20.760 -7.180
H -2.168 -19.366 -7.982
H -3.778 -21.228 -6.172
H -4.366 -19.832 -6.965
H -2.389 -21.014 -4.050
H -1.940 -18.871 -2.385
H -3.466 -17.418 -6.002
H -2.275 -15.661 -4.186
H -1.993 -16.466 -2.597
H -3.595 -16.090 -3.090
C 1.769 -21.651 -2.369
C 1.806 -20.849 -3.674
C 1.972 -19.364 -3.365
N 2.187 -18.503 -4.592
C 1.011 -18.639 -5.536
C 3.476 -18.839 -5.377
C 4.259 -17.535 -5.375
C 3.247 -16.430 -5.142
C 2.286 -17.041 -4.157
H 2.739 -21.616 -1.877
H 1.558 -22.699 -2.567
H 0.962 -21.231 -1.764
H 0.884 -21.025 -4.234
H 2.596 -21.284 -4.292
H 2.840 -19.199 -2.730
H 1.039 -19.027 -2.911
H 0.172 -18.347 -4.903
H 0.876 -19.663 -5.864
H 1.164 -17.909 -6.330
H 3.210 -19.264 -6.337
H 4.024 -19.542 -4.755
H 4.855 -17.313 -6.261
H 5.018 -17.513 -4.590
H 2.689 -16.071 -6.012
H 3.790 -15.579 -4.728
H 1.301 -16.589 -4.077
H 2.785 -16.979 -3.186
C 1.084 -11.561 -10.213
C 1.847 -12.056 -8.990
C 3.348 -11.766 -9.109
N 4.173 -12.130 -7.889
C 3.753 -11.255 -6.716
C 3.901 -13.549 -7.430
C 5.174 -13.980 -6.664
C 6.315 -13.156 -7.288
C 5.697 -12.000 -8.039
H 0.072 -11.952 -10.279
H 1.624 -11.730 -11.144
H 0.998 -10.474 -10.109
H 1.772 -13.148 -8.950
H 1.400 -11.702 -8.061
H 3.586 -10.718 -9.316
H 3.876 -12.250 -9.933
H 4.267 -11.640 -5.842
H 2.681 -11.201 -6.552
H 4.080 -10.259 -7.012
H 2.942 -13.665 -6.937
H 3.931 -14.128 -8.358
H 5.023 -13.710 -5.617
H 5.378 -15.046 -6.655
H 6.792 -12.699 -6.420
H 7.039 -13.730 -7.856
H 5.975 -11.018 -7.667
H 5.825 -11.972 -9.122
C -1.616 -15.423 -7.517
C -0.220 -15.587 -6.908
O 0.714 -15.839 -7.715
O -0.044 -15.472 -5.665
H -2.355 -15.032 -6.813
H -1.935 -16.424 -7.812
H -1.498 -14.696 -8.320
*
```

Output
* gap between HOMO and LUMO: 9.14 eV

=====

# 2
A 6-piece molecular cluster, C27H34BN3O17 overall. Source: OMol25; level of theory: wB97M-V/def2-TZVPD.

```
! wB97M-V def2-TZVPD RIJCOSX def2/J DEFGRID3
* xyz 0 1
H 3.109 3.718 3.086
N 3.083 2.729 2.838
C 2.241 2.587 1.896
C 1.488 3.784 1.329
C 2.009 1.193 1.297
C 1.276 1.294 -0.034
C -0.052 0.991 -0.101
C -0.736 1.130 -1.340
C -0.078 1.563 -2.460
B -0.946 1.700 -3.779
O -0.454 1.224 -4.968
O -2.216 2.267 -3.714
C -2.086 3.655 -3.355
C 1.317 1.862 -2.400
N 1.949 2.267 -3.541
C 3.222 2.537 -3.394
C 3.891 2.436 -2.147
N 3.330 2.037 -1.032
C 2.006 1.737 -1.180
H 1.969 4.070 0.389
H 0.440 3.569 1.116
H 1.525 4.636 2.009
H 1.427 0.608 2.009
H 2.992 0.754 1.132
H -0.526 0.657 0.809
H -1.799 0.921 -1.402
H -1.220 0.927 -5.481
H -1.967 3.773 -2.274
H -1.200 4.069 -3.848
H -2.973 4.202 -3.667
H 3.788 2.851 -4.259
H 4.943 2.703 -2.110
O -2.432 -0.914 2.051
C -1.505 -1.650 2.199
O -0.350 -1.562 1.504
C 0.602 -2.459 2.107
C -0.305 -3.462 2.790
O -1.475 -2.677 3.071
H 1.238 -2.900 1.345
H 1.219 -1.896 2.801
H -0.589 -4.287 2.133
H 0.117 -3.864 3.701
O -3.392 -5.545 -1.144
C -3.959 -4.610 -0.673
O -5.163 -4.153 -1.093
C -5.623 -3.174 -0.145
C -4.334 -2.705 0.483
O -3.488 -3.862 0.350
H -6.165 -2.377 -0.642
H -6.285 -3.660 0.572
H -3.880 -1.876 -0.061
H -4.437 -2.425 1.520
O 2.485 -3.676 3.517
C 3.092 -4.578 3.033
O 4.437 -4.638 2.937
C 4.791 -5.958 2.509
C 3.531 -6.421 1.812
O 2.515 -5.680 2.498
H 5.656 -5.930 1.853
H 5.030 -6.559 3.388
H 3.512 -6.148 0.756
H 3.358 -7.489 1.906
O -6.103 -0.850 1.458
C -7.032 -1.014 2.179
O -7.431 -0.140 3.131
C -8.700 -0.572 3.628
C -8.685 -2.051 3.311
O -7.836 -2.107 2.160
H -8.787 -0.365 4.692
H -9.488 -0.037 3.095
H -8.237 -2.646 4.108
H -9.671 -2.448 3.082
O 5.878 3.009 -4.792
C 6.112 4.111 -4.413
O 6.580 4.415 -3.178
C 6.949 5.797 -3.171
C 6.101 6.361 -4.290
O 5.942 5.231 -5.153
H 6.736 6.247 -2.205
H 8.018 5.876 -3.374
H 5.117 6.684 -3.948
H 6.581 7.182 -4.816
*
```

Output
* SMILES: [H]/N=C(\C)Cc1ccc(B(O)OC)c2nccnc12.O=C1OCCO1.O=C1OCCO1.O=C1OCCO1.O=C1OCCO1.O=C1OCCO1
* gap between HOMO and LUMO: 8.66 eV